# 1
The following is a DFT calculation (the ωB97M-V functional and the def2-TZVPD basis) of a molecular structure, C54H49GeN5O5PS3Ti.

The total energy is -7199.64011 Eh. The relative energy (zero: lowest compared OMol25 entry of this formula, charge and spin) comes out at 1.69 kcal per mole. As for the net charge: 0. Its HOMO-LUMO gap (alpha / beta) is 7.08 / 7.07 eV. As for the spin multiplicity: 2.

XYZ file:
```
119
C54H49GeN5O5PS3Ti the ωB97M-V functional and the def2-TZVPD basis
Ti -0.034 -0.008 0.257
O 0.118 -1.524 1.461
C 1.397 -1.416 1.852
C 1.663 -1.613 3.321
C 2.052 -2.876 3.762
C 2.300 -3.096 5.106
C 2.174 -2.054 6.018
C 1.783 -0.800 5.582
C 1.512 -0.568 4.234
P 0.967 1.048 3.583
C 2.191 2.154 4.374
C 3.463 2.161 3.796
C 4.465 2.973 4.302
C 4.204 3.808 5.383
C 2.944 3.809 5.962
C 1.945 2.980 5.466
C -0.580 1.353 4.508
C -1.275 0.344 5.172
C -2.553 0.574 5.670
C -3.152 1.814 5.515
C -2.469 2.830 4.858
C -1.199 2.599 4.357
H 2.170 -3.675 3.042
H 2.609 -4.077 5.443
H 2.386 -2.222 7.066
H 1.688 0.014 6.292
H 3.668 1.524 2.940
H 5.449 2.957 3.848
H 4.983 4.450 5.775
H 2.736 4.449 6.810
H 0.966 2.983 5.932
H -0.825 -0.634 5.292
H -3.078 -0.224 6.178
H -4.149 1.989 5.899
H -2.932 3.798 4.716
H -0.694 3.392 3.819
N -1.830 0.559 1.596
C -2.953 0.432 0.657
C -2.539 1.137 -0.622
O -3.363 1.695 -1.346
O -1.270 1.166 -0.832
H -1.944 -0.047 2.400
H -1.790 1.520 1.928
H -3.885 0.876 1.005
H -3.110 -0.625 0.429
S 3.892 -0.676 0.651
C 2.452 -0.984 1.175
S -2.096 4.130 1.073
C -1.315 4.484 -0.381
N -1.697 3.860 -1.534
C -1.056 4.011 -2.697
C 0.002 4.867 -2.782
C 0.345 5.518 -1.590
N -0.269 5.347 -0.442
H -2.451 3.142 -1.494
H -1.431 3.409 -3.512
H 0.548 5.020 -3.699
H 1.180 6.213 -1.585
O 1.041 -0.924 -1.259
C 0.122 -1.813 -1.386
O -1.037 -1.556 -0.978
C 0.497 -3.169 -1.915
C -0.699 -4.102 -2.026
Ge -1.936 -3.706 -3.503
C -1.502 -4.843 -5.037
C -1.248 -4.325 -6.306
C -0.950 -5.164 -7.374
C -0.904 -6.537 -7.188
C -1.163 -7.071 -5.933
C -1.459 -6.229 -4.871
C -1.843 -1.841 -4.067
C -2.918 -0.983 -3.843
C -2.851 0.355 -4.204
C -1.702 0.853 -4.800
C -0.615 0.019 -5.016
C -0.689 -1.318 -4.650
C -3.756 -4.142 -2.938
C -4.750 -4.314 -3.902
C -6.057 -4.608 -3.540
C -6.391 -4.740 -2.199
C -5.416 -4.573 -1.228
C -4.110 -4.275 -1.596
H 1.250 -3.548 -1.216
H 1.027 -3.029 -2.860
H -1.257 -4.053 -1.092
H -0.370 -5.136 -2.155
H -1.294 -3.256 -6.474
H -0.758 -4.741 -8.352
H -0.672 -7.191 -8.020
H -1.138 -8.143 -5.783
H -1.669 -6.665 -3.900
H -3.820 -1.357 -3.372
H -3.689 1.010 -4.003
H -1.655 1.892 -5.104
H 0.290 0.405 -5.469
H 0.170 -1.956 -4.834
H -4.502 -4.223 -4.954
H -6.813 -4.737 -4.304
H -7.410 -4.971 -1.914
H -5.671 -4.673 -0.180
H -3.369 -4.136 -0.819
N 1.128 3.749 1.800
C 2.024 3.295 0.910
S 1.594 2.183 -0.287
N 3.265 3.806 1.078
C 4.531 3.571 0.486
C 4.802 2.676 -0.543
C 6.106 2.549 -1.004
C 7.143 3.290 -0.463
C 6.867 4.185 0.561
C 5.574 4.324 1.030
H 0.138 3.697 1.568
H 1.373 4.547 2.369
H 3.336 4.453 1.850
H 4.013 2.087 -0.974
H 6.304 1.846 -1.803
H 8.152 3.175 -0.834
H 7.659 4.779 1.000
H 5.365 5.026 1.831
```

---

# 2
The following is a DFT calculation (the ωB97M-V functional and the def2-TZVPD basis) of a molecular structure, C54H50AsN5O3Re in a non-equilibrium geometry.

The total energy is -4900.75930 Eh. The relative energy (zero: lowest compared OMol25 entry of this formula, charge and spin) comes out at 99.72 kcal per mole. As for the net charge: +2. Its HOMO-LUMO gap (alpha / beta) is 5.73 / 5.04 eV. As for the spin multiplicity: 4.

XYZ file:
```
114
C54H50AsN5O3Re the ωB97M-V functional and the def2-TZVPD basis
Re 0.714 1.560 0.845
O 0.807 2.369 8.709
C 0.561 1.257 7.999
O 0.016 0.313 8.486
C 0.985 1.250 6.553
C 1.348 0.026 6.002
C 1.668 -0.064 4.662
C 1.615 1.077 3.859
C 1.224 2.296 4.396
C 0.926 2.380 5.746
N 1.879 0.919 2.455
C 2.772 0.055 2.093
C 2.587 -0.616 0.809
C 3.537 -1.658 0.498
C 3.381 -2.644 -0.401
C 2.217 -2.777 -1.306
C 0.945 -1.061 -0.900
N 1.461 -0.286 0.221
H 1.354 2.999 8.225
H 1.342 -0.855 6.629
H 1.890 -1.031 4.224
H 1.157 3.172 3.775
H 0.611 3.333 6.154
H 3.548 -0.268 2.781
H 4.432 -1.647 1.108
H 4.177 -3.375 -0.492
H 2.289 -3.636 -1.966
H 0.042 -0.583 -1.258
C -3.772 3.840 -3.767
C -2.896 2.961 -4.617
C -3.054 2.900 -5.995
C -2.251 2.090 -6.785
C -1.280 1.298 -6.193
C -1.109 1.327 -4.817
C -1.897 2.170 -4.043
N -1.770 2.219 -2.622
C -0.670 2.047 -1.869
N 0.523 2.212 -2.469
C 1.812 2.342 -1.915
C 2.096 2.218 -0.557
C 3.392 2.460 -0.099
C 4.399 2.791 -0.986
C 4.114 2.874 -2.342
C 2.835 2.660 -2.827
C 2.545 2.789 -4.300
N -0.772 1.782 -0.575
C -2.102 1.757 0.010
C -2.489 2.853 0.780
C -3.754 2.901 1.343
C -4.642 1.862 1.112
C -4.257 0.784 0.329
C -2.986 0.696 -0.230
C -2.613 -0.504 -1.050
H -4.458 4.410 -4.388
H -3.182 4.547 -3.179
H -4.382 3.254 -3.072
H -3.821 3.507 -6.459
H -2.391 2.070 -7.857
H -0.665 0.643 -6.797
H -0.396 0.657 -4.351
H -2.633 2.308 -2.102
H 0.457 2.461 -3.446
H 3.621 2.407 0.958
H 5.400 2.985 -0.625
H 4.902 3.125 -3.041
H 3.466 2.959 -4.852
H 1.884 3.635 -4.510
H 2.082 1.887 -4.709
H -1.792 3.666 0.924
H -4.046 3.754 1.940
H -5.639 1.894 1.532
H -4.958 -0.019 0.141
H -3.501 -1.079 -1.305
H -1.958 -1.163 -0.481
H -2.107 -0.245 -1.982
C 1.302 -7.726 1.585
C 0.069 -7.197 1.930
C -0.167 -5.832 1.818
C 0.835 -4.980 1.361
C 2.083 -5.521 1.047
C 2.313 -6.883 1.145
As 0.688 -3.038 1.372
C -1.191 -2.682 1.745
C -1.391 -1.676 2.692
C -2.669 -1.323 3.107
C -3.768 -1.978 2.575
C -3.586 -2.980 1.629
C -2.309 -3.331 1.217
C 0.818 -2.595 -0.603
C 1.980 -1.386 -2.001
C 1.361 -1.445 -3.362
C 0.266 -2.139 -3.667
C -0.484 -3.007 -2.754
C -0.255 -3.220 -1.456
H 1.482 -8.788 1.677
H -0.718 -7.846 2.290
H -1.128 -5.445 2.117
H 2.896 -4.872 0.741
H 3.284 -7.287 0.891
H -0.530 -1.182 3.134
H -2.803 -0.553 3.856
H -4.765 -1.721 2.905
H -4.443 -3.501 1.222
H -2.200 -4.135 0.503
H 2.856 -0.739 -2.001
H 1.865 -0.884 -4.142
H -0.089 -2.111 -4.690
H -1.291 -3.569 -3.209
H -0.868 -3.966 -0.972
C 1.196 4.451 1.722
O 0.379 3.321 1.465
H 0.690 5.097 2.440
H 1.347 5.007 0.795
H 2.174 4.167 2.116
```

---

# 3
The following is a DFT calculation (the ωB97M-V functional and the def2-TZVPD basis) of a molecular structure, C54H50Cl4Ge2I2O2S4Sn in a non-equilibrium geometry.

The total energy is -10635.73094 Eh. As for the net charge: -2. Its HOMO-LUMO gap is 5.82 eV.

XYZ file:
```
119
C54H50Cl4Ge2I2O2S4Sn the ωB97M-V functional and the def2-TZVPD basis
Sn 0.193 -0.197 -0.355
Cl -3.306 -4.724 3.616
C -2.422 -3.328 3.123
C -1.830 -2.511 4.066
Cl -1.934 -2.908 5.744
C -1.132 -1.378 3.663
Cl -0.497 -0.313 4.855
C -0.961 -1.063 2.322
O -0.286 -0.053 1.898
C -1.582 -1.902 1.354
O -1.456 -1.584 0.105
C -2.300 -3.010 1.773
Cl -3.076 -3.983 0.584
C 0.436 5.856 -3.326
C 0.456 4.545 -4.049
C 1.570 4.108 -4.749
C 1.569 2.894 -5.419
C 2.767 2.466 -6.219
C 0.440 2.074 -5.354
C -0.690 2.494 -4.647
C -1.918 1.641 -4.521
C -0.669 3.734 -4.021
C 0.432 0.800 -6.110
C -0.238 0.754 -7.329
C -0.290 -0.412 -8.068
C 0.341 -1.546 -7.593
C 1.009 -1.521 -6.376
C 1.073 -0.341 -5.644
Ge 1.658 -0.487 -3.735
S -0.178 -1.081 -2.802
S 3.436 -1.827 -3.260
Ge 3.753 -0.404 -1.525
S 2.584 -1.048 0.181
S 2.574 1.279 -2.548
C 5.728 -0.270 -1.068
C 6.708 -0.410 -2.045
C 8.047 -0.546 -1.680
C 8.429 -0.551 -0.356
C 7.466 -0.370 0.615
C 6.125 -0.224 0.270
C 5.204 0.060 1.391
C 4.808 -0.946 2.274
C 5.190 -2.385 2.071
C 4.000 -0.616 3.353
C 3.571 0.682 3.570
C 2.665 1.025 4.708
C 3.993 1.673 2.694
C 4.815 1.384 1.619
C 5.300 2.493 0.728
C 6.524 -0.349 -3.514
C 6.423 0.890 -4.148
C 6.208 2.168 -3.392
C 6.547 0.955 -5.532
C 6.796 -0.174 -6.289
C 7.015 -0.088 -7.771
C 6.857 -1.405 -5.646
C 6.716 -1.512 -4.274
C 6.750 -2.859 -3.617
C 1.672 -2.758 -5.908
C 3.040 -2.908 -6.138
C 3.816 -1.826 -6.827
C 3.682 -4.060 -5.707
C 2.984 -5.062 -5.054
C 3.671 -6.296 -4.547
C 1.614 -4.919 -4.878
C 0.939 -3.786 -5.305
C -0.546 -3.678 -5.133
H 1.371 6.395 -3.459
H 0.270 5.689 -2.265
H -0.390 6.468 -3.679
H 2.464 4.720 -4.774
H 3.475 3.287 -6.322
H 2.465 2.130 -7.212
H 3.274 1.632 -5.729
H -1.761 0.649 -4.937
H -2.764 2.104 -5.030
H -2.182 1.532 -3.469
H -1.541 4.076 -3.484
H -0.731 1.650 -7.681
H -0.824 -0.442 -9.009
H 0.329 -2.468 -8.160
H 8.791 -0.636 -2.462
H 9.470 -0.672 -0.088
H 7.741 -0.331 1.661
H 5.808 -2.517 1.185
H 4.291 -2.993 1.954
H 5.736 -2.753 2.943
H 3.676 -1.400 4.025
H 2.637 0.226 5.446
H 1.651 1.172 4.337
H 2.980 1.948 5.193
H 3.666 2.691 2.851
H 5.166 3.456 1.219
H 4.743 2.517 -0.211
H 6.358 2.355 0.494
H 6.470 2.064 -2.341
H 5.157 2.461 -3.452
H 6.807 2.973 -3.822
H 6.475 1.917 -6.021
H 6.988 0.946 -8.107
H 6.248 -0.647 -8.306
H 7.985 -0.511 -8.036
H 7.034 -2.295 -6.236
H 6.962 -3.640 -4.345
H 5.775 -3.063 -3.172
H 7.495 -2.899 -2.823
H 3.217 -1.324 -7.586
H 4.709 -2.240 -7.290
H 4.129 -1.072 -6.102
H 4.747 -4.162 -5.865
H 4.750 -6.215 -4.658
H 3.328 -7.179 -5.092
H 3.440 -6.445 -3.492
H 1.066 -5.714 -4.392
H -0.957 -4.587 -4.698
H -1.030 -3.494 -6.092
H -0.792 -2.845 -4.476
I -0.914 2.138 -0.395
I -2.164 4.723 -0.487
```

---

> Which of these has the lowest net charge?

C54H50Cl4Ge2I2O2S4Sn

---

> The highest net charge belongs to which entry?

C54H50AsN5O3Re

---

> What is the net charge in the third record?

-2

---

> Which value of net charge does entry 1 give?

0